1.
Entry from the OMol25 dataset: a molecular structure, C3H8S2 at a distorted geometry (ωB97M-V/def2-TZVPD).

```
13
Properties=species:S:1:pos:R:3:forces:R:3
C 0.580 -1.812 -1.915 0.310 -2.489 -0.009
C 0.428 0.268 -0.301 0.777 -1.747 0.720
C 0.329 0.385 2.333 0.177 0.661 4.115
H 0.432 -2.997 -2.525 -0.120 3.460 2.685
H 0.772 -1.253 -2.808 0.536 0.681 -0.189
H 1.568 -1.806 -1.160 -2.989 -0.206 -2.101
H 1.018 0.836 -1.155 -0.817 -1.718 1.877
H 0.891 -0.796 0.335 -0.385 3.934 -2.067
H 0.131 0.973 3.381 0.624 -1.103 -2.500
H -0.444 -0.450 2.440 1.605 0.727 -0.695
H 1.462 0.236 2.282 -1.783 -1.004 0.591
S -0.966 -0.753 -1.123 2.934 -0.872 -0.353
S 0.100 1.516 1.030 -0.871 -0.324 -2.075
```
Forces are in eV/Å.

The calculation puts the HOMO energy at -0.3216 Eh. The electronic energy is -24907.28123 eV. The value obtained for the frontier orbital gap is 0.3467 Ha. The LUMO energy comes out at 0.683 eV. The calculation puts the max |F| at 0.0867 hartree/bohr.

---

2.
Entry from the OMol25 dataset: a molecular structure, C27H74F6N10O14Y at a distorted geometry (ωB97M-V/def2-TZVPD).

```
132
Properties=species:S:1:pos:R:3:forces:R:3
Y -5.134 -0.812 4.153 3.527 1.871 -5.370
C -2.105 0.138 1.958 -0.561 -1.660 1.381
O -0.795 -0.320 2.518 -1.775 0.936 0.050
O -3.005 0.036 3.004 -1.035 0.486 0.647
C -1.997 1.534 1.138 -1.325 -1.116 1.691
F -1.885 1.211 -0.117 0.528 -0.477 -1.737
F -3.023 2.356 1.250 -2.832 -0.301 0.251
F -1.058 2.356 1.478 3.591 0.406 0.702
C -0.036 -1.258 1.770 0.663 1.083 -0.923
C 1.289 -1.513 2.462 -0.365 -0.249 -0.153
H 1.766 -2.300 1.877 0.204 -0.127 0.250
H 1.954 -0.651 2.506 -0.206 0.018 -0.051
H 1.097 -1.876 3.472 0.190 -0.070 -0.092
H 0.140 -0.752 0.821 0.253 -0.374 -0.449
H -0.529 -2.205 1.550 -0.469 0.001 0.305
H -2.413 -0.586 1.204 0.254 -0.010 -0.446
C -6.257 -0.827 0.540 2.736 -2.561 1.524
O -5.029 -1.701 0.370 -1.222 1.021 -0.459
O -6.172 -0.625 1.971 0.110 0.680 0.633
C -6.313 0.411 -0.485 0.649 0.621 -2.445
F -5.129 0.723 -1.132 -0.828 -0.743 1.595
F -7.172 0.279 -1.614 0.898 -0.927 2.477
F -6.732 1.495 0.122 -0.110 0.424 0.682
C -4.865 -2.403 -0.892 0.328 0.207 -0.018
C -3.615 -3.293 -0.865 0.290 0.882 0.801
H -3.606 -4.064 -0.095 -0.363 -0.166 -0.167
H -3.317 -3.685 -1.837 -0.553 -0.111 -0.037
H -2.786 -2.632 -0.611 0.132 0.029 0.158
H -4.668 -1.641 -1.646 -0.436 -0.186 -0.360
H -5.765 -2.981 -1.102 -0.125 0.065 -0.167
H -7.109 -1.462 0.293 -0.271 0.188 0.064
C -0.107 8.025 -2.384 -1.218 -0.709 1.121
C -0.706 6.746 -2.975 0.527 0.169 2.483
C -1.358 5.753 -1.910 0.708 0.922 -1.313
O -1.728 4.586 -2.606 -1.377 -0.711 0.226
C -0.825 3.517 -2.555 0.104 0.846 -0.332
N -1.785 7.079 -3.830 -0.363 0.093 -1.618
H -0.873 8.540 -1.804 -0.130 0.357 -0.185
H 0.258 8.664 -3.188 0.339 0.002 0.300
H 0.603 7.690 -1.628 0.641 0.443 -0.330
H 0.203 6.376 -3.449 -0.195 -1.241 -0.412
H -2.316 6.184 -1.619 0.203 0.356 0.185
H -0.760 5.541 -1.023 0.236 0.023 -0.001
H -1.307 2.582 -2.840 -0.203 0.142 -0.081
H -0.450 3.424 -1.536 0.486 -0.161 -0.024
H -0.085 3.801 -3.302 0.869 -0.744 0.250
H -2.048 6.237 -4.323 -0.486 -0.330 0.034
H -1.408 7.647 -4.576 -0.135 0.518 -0.215
C 5.225 -1.498 0.561 -0.581 0.881 1.134
C 5.291 -2.949 0.165 2.504 0.225 1.737
C 4.881 -3.977 1.257 0.438 0.871 -1.318
O 5.848 -3.998 2.305 -0.999 0.164 -0.684
C 5.536 -5.023 3.202 0.525 -0.042 1.229
N 4.702 -3.141 -1.125 -0.075 -0.723 -0.397
H 5.649 -0.898 -0.244 -0.532 0.155 -0.087
H 5.785 -1.180 1.440 0.516 -0.760 0.127
H 4.234 -1.181 0.884 -0.527 0.211 -0.699
H 6.374 -3.006 0.055 0.421 -0.842 0.128
H 4.805 -4.982 0.843 0.042 -0.138 -0.324
H 3.863 -3.669 1.495 -0.173 -0.141 1.096
H 5.566 -6.035 2.801 -0.166 0.009 -0.525
H 4.582 -4.855 3.702 -0.381 -0.026 -0.133
H 6.281 -5.014 3.998 0.152 0.160 -0.058
H 4.817 -2.259 -1.605 -0.177 0.336 -0.272
H 5.367 -3.733 -1.601 -0.352 -0.511 -0.462
C -0.738 -3.358 -6.577 -2.051 0.133 0.772
C -1.980 -3.015 -5.603 2.486 0.596 0.510
C -1.616 -1.790 -4.700 -0.098 -0.506 -1.286
O -2.602 -1.649 -3.678 1.840 0.948 1.226
C -1.981 -0.969 -2.556 -0.548 0.161 0.576
N -3.226 -2.834 -6.275 -0.960 0.011 -0.433
H -0.760 -2.776 -7.498 0.186 0.450 0.277
H -0.886 -4.379 -6.927 0.229 -0.120 0.236
H 0.177 -3.253 -5.995 0.107 -0.061 -0.338
H -2.048 -3.861 -4.919 -0.173 -0.138 -0.041
H -1.548 -0.905 -5.334 -0.746 0.475 -0.317
H -0.583 -1.779 -4.353 0.020 -0.880 0.792
H -1.457 -0.032 -2.745 -0.254 0.247 -0.955
H -1.225 -1.517 -1.994 0.115 -0.930 -0.452
H -2.717 -0.713 -1.793 -0.443 -0.067 -0.377
H -3.391 -1.864 -6.502 0.391 0.270 -0.402
H -4.010 -3.016 -5.665 0.033 -0.442 0.226
C 1.942 0.058 -1.723 -0.021 1.088 0.932
C 2.425 -0.471 -3.028 0.720 -0.619 -1.094
C 3.842 -0.160 -3.481 1.774 2.822 -0.156
O 4.946 -0.605 -2.656 0.110 -0.198 0.935
C 6.241 -0.036 -3.031 -1.455 -0.157 -0.487
N 2.400 -1.871 -2.998 -0.642 -3.132 -0.011
H 2.768 -0.016 -1.015 0.069 0.429 0.237
H 1.116 -0.471 -1.248 -0.027 -0.624 -0.612
H 1.544 1.069 -1.802 0.547 0.349 0.106
H 1.776 -0.234 -3.870 -0.087 0.812 0.074
H 3.931 0.925 -3.538 0.187 0.467 -0.107
H 4.097 -0.515 -4.479 -0.725 -0.292 -0.279
H 6.150 1.048 -2.968 0.128 0.071 -0.412
H 6.457 -0.420 -4.028 0.138 0.495 -0.274
H 7.097 -0.316 -2.417 -0.640 -0.501 0.578
H 3.251 -2.208 -2.572 -0.249 -0.395 0.400
H 2.481 -2.194 -3.952 -0.174 -0.374 -0.176
O 1.764 -2.808 5.567 -0.389 -0.104 0.192
H 2.243 -1.999 5.386 0.171 0.382 0.006
H 2.431 -3.494 5.538 0.142 -0.291 0.001
O 1.992 -3.547 -0.280 -0.973 -0.331 0.758
H 2.020 -2.591 -0.240 0.098 0.214 -0.376
H 2.905 -3.809 -0.398 0.464 0.127 -0.581
O -5.236 1.697 4.121 -0.507 -1.181 0.631
H -4.633 2.359 4.461 0.441 0.091 0.267
H -5.489 2.024 3.258 -0.204 -0.040 -0.765
C 1.077 1.700 4.728 4.738 2.394 1.598
O 2.125 2.178 5.200 -0.870 -1.067 1.564
N 0.024 1.242 5.350 -2.666 -1.015 2.030
N 1.025 1.693 3.444 -1.063 -0.379 -5.511
H 0.006 1.168 6.357 -0.057 0.286 -0.334
H -0.796 1.053 4.792 0.029 -0.276 0.384
H 1.889 1.572 2.936 -0.127 0.621 0.285
H 0.199 1.399 2.943 0.367 -0.364 0.151
C -2.152 -2.281 5.736 1.654 -2.202 -0.242
O -3.285 -1.929 5.377 -3.703 1.538 -0.461
N -1.916 -3.240 6.608 -3.226 -1.189 2.315
N -1.054 -1.999 5.162 1.715 2.860 -2.481
H -2.826 -3.622 6.823 0.702 -1.007 1.052
H -1.018 -3.652 6.818 -0.483 0.026 -0.018
H -0.217 -2.475 5.468 0.495 0.548 -0.604
H -1.128 -1.326 4.412 0.860 0.230 -0.481
C -0.205 5.961 2.718 0.819 2.315 -4.890
O -0.166 6.145 1.490 0.532 0.069 0.710
N 0.061 6.882 3.614 0.077 2.204 2.050
N -0.449 4.805 3.217 -1.573 -5.032 2.033
H 0.567 7.724 3.377 -0.561 -0.131 0.106
H -0.204 6.641 4.558 0.748 0.646 -0.012
H -0.948 4.726 4.091 0.510 -0.320 -0.097
H -0.317 3.985 2.642 -0.460 0.349 0.141
```
Forces are in eV/Å.

The calculation puts the HOMO energy at -0.3666 Eh. The electronic energy is -90103.64525 eV. The value obtained for the frontier orbital gap is 0.1679 Ha. The LUMO energy comes out at -5.407 eV. The calculation puts the max |F| at 0.1301 hartree/bohr. The total charge is +1.

---

3.
Entry from the OMol25 dataset: a molecular structure, C32H49NO3SeTi at a distorted geometry (ωB97M-V/def2-TZVPD).

```
87
Properties=species:S:1:pos:R:3:forces:R:3
Ti 1.961 -0.623 1.517 1.034 -0.311 1.012
C -3.211 4.211 -0.238 0.102 -0.024 -0.022
C -1.948 4.337 -1.092 -0.026 0.100 -0.071
C -2.314 4.038 -2.555 0.024 0.002 0.068
C -1.411 5.773 -0.973 -0.029 -0.091 0.002
C -0.856 3.370 -0.647 -0.022 0.024 -0.031
C -1.015 2.517 0.439 -0.009 -0.080 0.112
C 0.020 1.677 0.779 0.284 -0.124 0.257
Se -0.207 0.371 2.222 -0.836 0.293 -0.806
C -1.056 -0.957 1.056 0.307 -0.095 0.278
C -2.382 -0.826 0.713 0.081 0.111 0.094
C -2.933 -1.732 -0.185 -0.048 -0.029 -0.042
C -2.099 -2.726 -0.689 -0.027 0.143 0.079
C -0.753 -2.890 -0.359 0.479 -0.081 0.104
C -0.231 -1.972 0.559 -1.191 -0.069 -0.399
O 1.058 -1.969 1.054 -1.158 -2.102 -0.789
C 0.001 -4.052 -1.029 0.018 -0.079 -0.024
C -0.113 -3.901 -2.553 -0.024 0.044 0.022
C -0.661 -5.366 -0.586 -0.010 0.036 0.009
C 1.494 -4.145 -0.691 -0.148 0.108 0.090
C -4.394 -1.667 -0.616 -0.077 -0.060 -0.048
C -4.459 -1.525 -2.145 0.014 -0.004 0.071
C -5.127 -0.482 0.015 0.077 -0.061 -0.012
C -5.091 -2.968 -0.185 0.047 0.081 -0.019
C 1.240 1.647 0.094 -0.788 0.879 -0.499
O 2.173 0.769 0.602 0.378 2.101 -1.508
C 1.428 2.488 -1.009 0.408 -0.334 0.135
C 0.356 3.321 -1.329 -0.139 -0.034 0.091
C 2.686 2.587 -1.889 0.057 0.043 -0.063
C 3.817 1.612 -1.541 -0.173 0.041 0.109
C 3.245 4.013 -1.758 -0.034 -0.006 0.013
C 2.285 2.317 -3.347 -0.044 -0.006 0.025
H -3.958 4.916 -0.600 -0.009 -0.005 0.011
H -3.015 4.449 0.809 -0.031 -0.007 0.008
H -3.642 3.209 -0.305 -0.020 0.006 0.021
H -3.130 4.689 -2.871 0.009 0.004 -0.009
H -2.638 3.001 -2.670 -0.019 0.009 -0.020
H -1.473 4.211 -3.226 -0.006 -0.016 -0.017
H -2.194 6.483 -1.241 0.019 0.013 -0.006
H -0.564 5.941 -1.639 0.004 0.018 0.003
H -1.089 5.983 0.049 -0.022 0.036 -0.003
H -1.928 2.503 1.020 -0.018 0.032 -0.031
H -2.968 -0.026 1.146 -0.045 -0.019 -0.036
H -2.521 -3.430 -1.392 -0.011 0.002 0.024
H -1.148 -3.904 -2.893 0.025 -0.009 -0.026
H 0.398 -4.731 -3.042 -0.002 0.006 -0.001
H 0.351 -2.970 -2.887 -0.004 -0.013 -0.024
H -1.710 -5.410 -0.878 0.003 -0.025 -0.003
H -0.609 -5.482 0.499 0.005 -0.026 -0.007
H -0.150 -6.211 -1.048 -0.007 0.002 0.004
H 2.029 -3.239 -0.984 0.055 0.018 0.009
H 1.926 -4.973 -1.251 -0.019 0.000 0.003
H 1.652 -4.345 0.369 0.057 0.032 0.025
H -3.911 -0.642 -2.479 -0.019 0.005 -0.015
H -5.498 -1.424 -2.460 0.004 -0.012 -0.014
H -4.044 -2.398 -2.651 0.005 0.013 -0.021
H -4.677 0.470 -0.277 -0.015 0.015 0.019
H -5.146 -0.551 1.105 -0.013 0.027 0.002
H -6.160 -0.476 -0.331 -0.002 0.012 0.009
H -4.666 -3.836 -0.690 -0.013 -0.014 0.007
H -6.151 -2.918 -0.439 0.001 -0.031 -0.001
H -5.000 -3.121 0.892 -0.042 -0.002 0.000
H 0.484 3.982 -2.176 -0.006 0.007 0.027
H 4.217 1.797 -0.544 0.013 -0.053 0.041
H 4.629 1.756 -2.253 -0.012 0.013 0.005
H 3.492 0.573 -1.625 0.014 -0.054 0.022
H 3.517 4.230 -0.723 0.020 0.013 -0.012
H 2.523 4.763 -2.080 0.025 0.014 -0.006
H 4.136 4.119 -2.377 -0.007 0.003 0.002
H 1.876 1.310 -3.456 0.003 0.008 -0.029
H 3.161 2.403 -3.991 -0.004 0.001 0.005
H 1.540 3.026 -3.708 0.019 -0.021 -0.031
C 4.934 -1.873 5.728 0.308 -0.233 0.107
N 3.857 -1.174 5.014 -0.224 0.135 -0.367
C 2.917 -0.326 5.764 -0.198 0.171 0.062
C 3.696 -1.284 3.730 0.269 -0.158 0.468
C 4.542 -2.143 2.848 0.012 0.012 0.045
O 2.732 -0.622 3.159 1.338 -0.348 1.478
H 4.894 -1.606 6.778 -0.072 0.054 -0.009
H 5.908 -1.581 5.340 -0.047 0.051 -0.009
H 4.820 -2.953 5.645 -0.067 0.030 -0.007
H 3.206 -0.297 6.808 0.073 -0.059 -0.011
H 1.907 -0.725 5.682 0.043 -0.058 0.020
H 2.920 0.685 5.363 0.077 -0.016 -0.004
H 5.372 -2.621 3.358 -0.021 0.004 -0.015
H 4.943 -1.533 2.034 0.031 0.013 0.037
H 3.907 -2.923 2.416 0.017 -0.017 0.033
```
Forces are in eV/Å.

The calculation puts the HOMO energy at -0.5191 Eh. The electronic energy is -130062.14080 eV. The value obtained for the frontier orbital gap is 0.2633 Ha. The LUMO energy comes out at -6.962 eV. The calculation puts the max |F| at 0.0508 hartree/bohr. The total charge is +2.

---

- Among the records above, which one has the lowest electronic energy?
  C32H49NO3SeTi

---

- Which formula does entry 2 have?
  C27H74F6N10O14Y

---

- The highest frontier orbital gap belongs to which entry?
  C3H8S2

---

- Which value of max |F| does entry 1 give?
  0.0867 hartree/bohr